# 1
The following is a quantum chemistry calculation of a structure of composition C39H33ClFeO2P2S4Si, from the Open Molecules 2025 dataset.

Its multiplicity is 2. Its lowest unoccupied orbital energy (alpha / beta) is 0.0437 / 0.0438 hartree. For the HOMO energy (alpha / beta), the calculation gives -4.44 / -4.61 eV. The net charge is -1.

Last column: Löwdin spin population.
Positions of all 83 atoms, in Å:
Fe -1.07 -0.61 -0.27  0.009
C -1.94 -1.44 3.05  0.001
Si -0.77 -0.47 1.96  -0.001
C -0.92 1.32 2.57  0.002
C -0.91 1.75 3.90  0.001
C -1.20 3.07 4.22  0.001
C -1.51 3.98 3.22  0.000
C -1.51 3.57 1.89  0.001
C -1.21 2.25 1.57  0.013
P -1.09 1.61 -0.15  0.026
C -2.50 2.32 -1.02  0.225
C -2.72 3.64 -1.29  0.006
C -4.01 4.09 -1.63  0.306
C -5.11 3.19 -1.58  0.016
C -4.94 1.87 -1.32  0.204
C -3.58 1.30 -1.16  0.065
C 0.30 2.67 -0.77  0.001
C 1.21 3.30 0.08  0.000
C 2.25 4.06 -0.44  0.000
C 2.42 4.18 -1.81  0.000
C 1.55 3.52 -2.66  0.000
C 0.51 2.77 -2.15  0.002
C 0.94 -1.18 2.35  0.000
C 1.37 -1.44 3.67  0.000
C 2.59 -2.05 3.92  0.000
C 3.41 -2.44 2.86  0.000
C 3.01 -2.19 1.56  0.000
C 1.78 -1.57 1.30  0.000
P 1.23 -1.20 -0.41  0.000
C 2.81 -0.48 -1.05  0.000
C 3.61 -1.05 -2.03  0.000
C 4.80 -0.44 -2.40  0.000
C 5.20 0.75 -1.81  0.000
C 4.40 1.33 -0.83  0.000
C 3.21 0.72 -0.46  0.000
C 1.16 -2.85 -1.22  0.000
C 1.13 -2.93 -2.62  0.000
C 0.99 -4.15 -3.26  0.000
C 0.85 -5.31 -2.50  0.000
C 0.85 -5.24 -1.12  0.000
C 1.02 -4.01 -0.48  0.000
H -1.77 -1.20 4.11  0.000
H -2.98 -1.19 2.80  0.001
H -1.79 -2.52 2.90  0.000
H -0.69 1.04 4.70  0.000
H -1.19 3.39 5.26  0.000
H -1.76 5.00 3.47  0.000
H -1.75 4.28 1.11  -0.001
H -1.90 4.35 -1.21  -0.005
H -4.17 5.14 -1.87  0.020
H -6.11 3.58 -1.75  -0.006
H -5.78 1.19 -1.29  0.011
H -3.38 0.68 -2.03  0.036
H 1.09 3.21 1.15  0.000
H 2.94 4.56 0.24  0.000
H 3.23 4.78 -2.21  0.000
H 1.69 3.59 -3.74  0.000
H -0.17 2.26 -2.82  0.002
H 0.74 -1.16 4.51  0.000
H 2.90 -2.24 4.95  0.000
H 4.36 -2.93 3.05  0.000
H 3.65 -2.49 0.73  0.000
H 3.33 -1.99 -2.48  0.000
H 5.43 -0.90 -3.16  0.000
H 6.14 1.22 -2.10  0.000
H 4.70 2.26 -0.36  0.000
H 2.60 1.16 0.31  0.000
H 1.18 -2.02 -3.21  0.000
H 0.98 -4.20 -4.34  0.000
H 0.72 -6.27 -3.00  0.000
H 0.68 -6.13 -0.52  0.000
H 0.99 -3.97 0.60  0.000
S -1.07 -0.26 -2.58  0.004
S -2.16 -1.86 -2.68  0.004
S -4.01 -1.61 -3.16  0.002
S -3.37 0.09 0.24  0.050
Cl -4.18 -4.98 -0.49  0.000
C -3.61 -3.49 0.35  0.001
C -2.09 -3.51 0.55  0.000
O -1.57 -4.47 1.12  0.000
O -1.48 -2.48 0.10  0.001
H -4.09 -3.47 1.32  0.000
H -3.92 -2.64 -0.24  0.001


# 2
The following is a quantum chemistry calculation of a structure of composition C22H15BBeF4N5O6STe, from the Open Molecules 2025 dataset.

Its multiplicity is 1. Its lowest unoccupied orbital energy (alpha / beta) is 0.0764 / 0.0489 hartree. For the HOMO energy (alpha / beta), the calculation gives -4.68 / -3.95 eV. The net charge is -1.

Last column: Löwdin charge in e.
Positions of all 56 atoms, in Å:
Be 0.53 0.58 0.06  0.106
C -2.22 4.13 -2.95  -0.107
C -1.63 2.90 -3.18  -0.087
C -1.00 2.22 -2.15  -0.020
C -0.97 2.76 -0.86  -0.226
C -1.57 4.00 -0.63  -0.026
C -2.19 4.67 -1.67  -0.097
N -0.33 2.02 0.13  -0.006
N -0.33 2.54 1.35  0.106
C 0.31 1.71 2.21  -0.289
C 0.44 2.02 3.57  -0.007
C 1.08 1.13 4.39  -0.072
C 1.59 -0.07 3.87  -0.063
C 1.44 -0.31 2.53  -0.073
N 0.82 0.55 1.72  0.101
H -2.72 4.66 -3.75  0.093
H -1.65 2.46 -4.17  0.101
H -0.54 1.26 -2.34  0.089
H -1.54 4.41 0.37  0.096
H -2.65 5.63 -1.47  0.097
H 0.02 2.95 3.93  0.109
H 1.18 1.35 5.45  0.103
H 2.10 -0.79 4.50  0.098
H 1.82 -1.21 2.06  0.123
Te 0.76 -1.83 -2.42  2.032
C 0.68 -3.50 -1.22  -0.714
C 1.76 -3.95 -0.52  -0.204
C 1.46 -5.15 0.19  -0.177
C 0.17 -5.55 0.00  -0.399
S -0.69 -4.50 -1.02  1.075
H 2.71 -3.45 -0.50  0.099
H 2.17 -5.67 0.81  0.101
H -0.32 -6.41 0.42  0.067
O -1.98 -0.65 0.56  0.104
C -1.47 -0.93 -0.50  -0.513
O -0.10 -0.72 -0.68  -0.311
C -2.07 -1.50 -1.68  -0.213
C -1.25 -1.64 -2.92  -0.344
C -1.59 -2.88 -3.68  -0.285
C -2.88 -3.34 -3.68  0.048
C -3.80 -2.79 -2.74  -0.174
C -3.36 -1.99 -1.69  0.048
N -5.15 -3.25 -2.75  -0.387
O -5.91 -2.87 -1.87  0.014
O -5.47 -4.09 -3.59  0.015
N -0.55 -3.51 -4.31  -0.339
O 0.73 -2.97 -4.11  -0.377
O -0.62 -4.54 -4.99  -0.003
H -1.29 -0.74 -3.57  0.116
H -3.16 -4.16 -4.33  0.121
H -4.01 -1.82 -0.84  0.136
F 3.96 0.24 -1.63  0.171
B 3.25 0.17 -0.47  -1.207
F 3.84 0.78 0.60  0.176
F 2.84 -1.14 -0.18  0.088
F 1.94 0.90 -0.73  0.086


# 3
The following is a quantum chemistry calculation of a structure of composition C4H9O2P, from the Open Molecules 2025 dataset.

Its multiplicity is 1. Its lowest unoccupied orbital energy is 0.0019 hartree. For the HOMO energy, the calculation gives -8.79 eV.

Last column: Löwdin charge in e.
Positions of all 16 atoms, in Å:
C 1.52 0.32 -0.19  -0.079
C -1.18 0.22 0.85  -0.095
C 0.57 -0.81 -0.57  -0.244
C -0.81 -0.80 -0.20  -0.700
O -0.93 -3.51 -0.72  -0.460
O -1.75 -0.66 -1.35  -0.195
P -1.76 -2.53 -0.05  0.958
H 1.09 0.89 0.67  0.073
H 1.56 1.11 -0.87  0.044
H 2.58 0.17 -0.16  0.067
H -2.32 0.24 0.93  0.102
H -0.99 1.27 0.52  0.100
H -0.72 0.05 1.73  0.044
H 0.54 -1.02 -1.62  0.119
H 1.00 -1.76 -0.15  0.122
H -1.99 0.31 -1.49  0.141